[1]
{"formula": "C30H40MoN7O2", "method": "ωB97M-V/def2-TZVPD", "total_energy_ev": -48116.1104, "fmax_ev_per_a": 0.20, "spin_multiplicity": 3, "charge": 3, "e_above_lowest_kj_mol": 0.0, "orbital_gap_ev": [6.07, 6.29], "e_homo_ev": [-15.009, -15.288], "elements": ["Mo", "C", "N", "C", "C", "N", "C", "C", "C", "C", "C", "C", "C", "C", "C", "N", "C", "N", "C", "C", "N", "C", "C", "C", "N", "C", "C", "H", "H", "H", "H", "H", "H", "H", "H", "H", "H", "H", "H", "H", "H", "H", "H", "H", "H", "H", "H", "H", "H", "H", "H", "H", "H", "H", "H", "H", "H", "C", "C", "C", "C", "C", "C", "C", "C", "H", "H", "H", "H", "H", "N", "C", "C", "O", "O", "H", "H", "H", "H", "H"], "coordinates": [[-0.346362, 0.650381, -0.338235], [-4.299660, -0.365505, -0.210172], [-2.953390, -0.857983, 0.085887], [-2.717001, -1.147005, 1.510840], [-2.170837, -1.420766, -0.867386], [-0.818279, -1.260419, -0.696804], [0.052734, -2.360145, -0.972064], [-0.400985, -3.639500, -0.771203], [0.338298, -4.748431, -1.223725], [1.511602, -4.555226, -1.891621], [2.047568, -3.252880, -2.044847], [3.291586, -3.057889, -2.694963], [3.841556, -1.813317, -2.795086], [3.204406, -0.719153, -2.181697], [2.009860, -0.877845, -1.526764], [1.522993, 0.210103, -0.727310], [2.450944, 0.883676, 0.055383], [2.403297, 2.222457, 0.059317], [2.100608, 2.999256, -1.143050], [2.757071, 3.010007, 1.240847], [3.286857, 0.210557, 0.825389], [4.614224, 0.721382, 1.187814], [3.030104, -1.175107, 1.221278], [1.347433, -2.137457, -1.517811], [-2.673598, -1.981165, -1.953556], [-3.943504, -2.715252, -1.945470], [-1.904580, -2.104406, -3.190607], [-4.452818, 0.543943, 0.370783], [-5.072186, -1.079236, 0.077321], [-4.381699, -0.139302, -1.269134], [-3.454379, -1.877000, 1.850292], [-2.821145, -0.237155, 2.097258], [-1.717522, -1.547373, 1.651498], [-1.361234, -3.804865, -0.295678], [-0.046518, -5.746136, -1.063786], [2.064103, -5.396296, -2.289617], [3.800473, -3.917806, -3.110740], [4.782122, -1.665809, -3.307366], [3.689110, 0.251100, -2.191278], [1.943986, 2.339292, -1.992228], [2.942720, 3.655562, -1.366592], [1.217327, 3.619891, -0.983753], [2.711314, 2.382346, 2.126398], [2.019432, 3.806514, 1.337941], [3.744582, 3.462490, 1.153470], [4.869720, 1.581183, 0.576275], [5.337197, -0.069010, 0.989780], [4.664666, 0.986050, 2.243187], [1.961303, -1.373743, 1.228669], [3.420618, -1.312116, 2.227920], [3.531821, -1.870866, 0.546872], [-4.286758, -2.875940, -0.928613], [-3.767415, -3.688448, -2.403154], [-4.708106, -2.192657, -2.518879], [-1.135237, -1.338425, -3.234990], [-2.589603, -1.967731, -4.025500], [-1.443367, -3.089869, -3.265505], [-0.291366, 0.991085, 1.593839], [-0.208413, 1.195470, 2.803672], [-0.117927, 1.423241, 4.196995], [0.259226, 2.683823, 4.683150], [0.341153, 2.893675, 6.045597], [0.056321, 1.855434, 6.926374], [-0.315543, 0.602364, 6.450980], [-0.407867, 0.381163, 5.090980], [0.469413, 3.487203, 3.989237], [0.623593, 3.864998, 6.427222], [0.122835, 2.024926, 7.992693], [-0.534742, -0.197195, 7.144871], [-0.697206, -0.589606, 4.710231], [-3.567636, 3.498188, -3.768681], [-2.537355, 3.595291, -2.682194], [-2.186969, 2.171883, -2.250704], [-1.272400, 2.120423, -1.332622], [-2.747239, 1.227347, -2.767596], [-3.245459, 3.891023, -4.655282], [-4.443602, 3.965465, -3.526883], [-3.752496, 2.486510, -3.898676], [-2.936623, 4.160495, -1.842904], [-1.655153, 4.109824, -3.055541]], "forces_ev_per_a": [[-0.1, -0.1, 0.1], [0.0, 0.0, 0.0], [0.0, 0.1, 0.0], [0.0, 0.0, 0.0], [0.0, 0.0, 0.0], [0.0, 0.1, 0.0], [0.0, 0.0, 0.0], [0.0, 0.0, 0.0], [0.0, 0.0, 0.0], [0.0, 0.0, 0.0], [0.0, 0.0, 0.0], [0.0, 0.0, 0.0], [0.0, 0.0, 0.0], [0.0, 0.0, 0.0], [0.0, 0.0, 0.0], [0.1, 0.0, 0.0], [0.0, 0.0, 0.0], [0.0, 0.0, 0.0], [0.0, 0.0, 0.0], [0.0, 0.0, 0.0], [0.0, 0.0, 0.0], [0.0, 0.0, 0.0], [0.0, 0.0, 0.0], [0.0, 0.0, 0.0], [0.0, 0.0, 0.0], [0.0, 0.0, 0.0], [0.0, 0.0, 0.0], [0.0, 0.0, 0.0], [0.0, 0.0, 0.0], [0.0, 0.0, 0.0], [0.0, 0.0, 0.0], [0.0, 0.0, 0.0], [0.0, 0.0, 0.0], [0.0, 0.0, 0.0], [0.0, 0.0, 0.0], [0.0, 0.0, 0.0], [0.0, 0.0, 0.0], [0.0, 0.0, 0.0], [0.0, 0.0, 0.0], [0.0, 0.0, 0.0], [0.0, 0.0, 0.0], [0.0, 0.0, 0.0], [0.0, 0.0, 0.0], [0.0, 0.0, 0.0], [0.0, 0.0, 0.0], [0.0, 0.0, 0.0], [0.0, 0.0, 0.0], [0.0, 0.0, 0.0], [0.0, 0.0, 0.0], [0.0, 0.0, 0.0], [0.0, 0.0, 0.0], [0.0, 0.0, 0.0], [0.0, 0.0, 0.0], [0.0, 0.0, 0.0], [0.0, 0.0, 0.0], [0.0, 0.0, 0.0], [0.0, 0.0, 0.0], [0.0, 0.0, -0.1], [0.0, 0.0, 0.0], [0.0, 0.0, 0.0], [0.0, 0.0, 0.0], [0.0, 0.0, 0.0], [0.0, 0.0, 0.0], [0.0, 0.0, 0.0], [0.0, 0.0, 0.0], [0.0, 0.0, 0.0], [0.0, 0.0, 0.0], [0.0, 0.0, 0.0], [0.0, 0.0, 0.0], [0.0, 0.0, 0.0], [0.0, 0.0, 0.0], [0.0, 0.0, 0.0], [0.1, 0.0, 0.0], [0.0, 0.0, 0.0], [0.0, 0.0, 0.0], [0.0, 0.0, 0.0], [0.0, 0.0, 0.0], [0.0, 0.0, 0.0], [0.0, 0.0, 0.0], [0.0, 0.0, 0.0]]}


[2]
{"formula": "C5H10F3NO6S3", "method": "ωB97M-V/def2-TZVPD", "total_energy_ev": -59773.2529, "fmax_ev_per_a": 1.10, "spin_multiplicity": 1, "charge": 0, "orbital_gap_ev": 7.50, "e_homo_ev": -8.714, "elements": ["C", "C", "S", "C", "C", "F", "C", "O", "O", "H", "H", "H", "H", "H", "H", "H", "H", "H", "H", "N", "S", "O", "O", "F", "S", "O", "O", "F"], "coordinates": [[-0.064957, 0.118247, 0.735252], [0.997651, -0.443911, 1.296485], [2.536578, -0.705103, 0.507730], [2.413930, -0.075414, -1.164112], [1.747805, -1.047541, -2.138062], [0.396330, -0.811439, -2.200740], [3.547426, 0.564919, 1.375720], [3.000202, 1.835075, 1.369568], [3.704804, 2.615576, 0.395737], [-0.743809, 0.670284, 1.375929], [-0.387278, -0.003353, -0.292794], [0.983240, -0.820169, 2.313214], [1.918045, 0.896531, -1.182488], [3.452461, 0.073881, -1.470049], [1.930843, -2.091672, -1.874210], [2.162028, -0.864171, -3.132018], [3.567498, 0.215391, 2.408349], [4.531569, 0.552282, 0.907706], [3.005465, 2.834525, -0.240234], [-3.585286, 0.070297, 0.007579], [-5.047016, 0.689088, 0.214646], [-5.633187, 0.365922, 1.471040], [-5.857608, 0.683206, -0.954112], [-4.565039, 2.190647, 0.370193], [-3.486583, -1.485837, -0.138782], [-2.118391, -1.899901, 0.015738], [-4.249874, -2.097036, -1.173265], [-4.156847, -2.030323, 1.195979]], "forces_ev_per_a": [[-0.5, 0.0, 0.1], [-0.2, 0.1, 0.0], [0.0, -1.1, -0.2], [0.1, 0.1, -0.3], [0.1, 0.2, -0.2], [0.1, -0.1, 0.1], [-0.2, 0.4, 0.0], [0.0, 0.1, -0.1], [0.0, -0.2, -0.2], [-0.6, -0.9, 0.1], [0.6, 0.8, -0.3], [0.4, 0.7, 0.3], [-0.1, -0.1, 0.1], [0.0, -0.1, 0.1], [-0.1, 0.0, 0.1], [0.0, 0.0, 0.0], [0.1, -0.1, 0.0], [0.0, -0.1, 0.1], [0.0, 0.1, 0.2], [-0.1, -0.2, 0.1], [0.0, 0.3, -0.1], [0.0, 0.0, 0.1], [0.0, 0.0, -0.1], [0.1, 0.0, 0.0], [0.2, -0.6, 0.4], [0.3, 0.4, -0.2], [-0.1, 0.2, -0.1], [0.0, 0.0, 0.0]]}


[3]
{"formula": "C4H11NO", "method": "ωB97M-V/def2-TZVPD", "total_energy_ev": -7854.8993, "fmax_ev_per_a": 1.29, "spin_multiplicity": 2, "charge": 1, "e_above_lowest_kj_mol": 139.2, "orbital_gap_ev": [10.78, 6.04], "e_homo_ev": [-15.092, -15.091], "elements": ["C", "C", "H", "H", "H", "H", "H", "H", "C", "C", "O", "N", "H", "H", "H", "H", "H"], "coordinates": [[-1.250378, 2.295793, 0.052969], [-0.692304, 1.746717, 1.352140], [-0.477168, 2.565612, -0.665613], [-1.901382, 1.535909, -0.391413], [-1.875649, 3.180662, 0.160095], [-1.520191, 1.411269, 1.987205], [-0.147336, 2.500858, 1.923244], [0.048347, 0.961279, 1.187595], [1.870795, -1.924128, -1.053064], [0.375140, -1.896609, -0.879113], [-0.269645, -2.321164, -1.878124], [-0.170626, -1.474252, 0.214056], [2.286107, -2.417518, -0.178388], [2.325511, -0.953984, -1.265855], [-1.171460, -1.513650, 0.368892], [0.417368, -1.118006, 0.954488], [2.152879, -2.578782, -1.889115]], "forces_ev_per_a": [[-0.2, -0.3, -0.5], [0.0, 0.7, 0.5], [0.1, -0.1, 0.0], [0.1, 0.1, -0.2], [0.1, 0.0, 0.4], [0.3, -0.2, 0.0], [-0.1, 0.1, 0.0], [-0.2, -0.2, 0.0], [0.5, -0.9, -0.8], [0.6, 0.4, -0.1], [-0.1, -0.1, 0.0], [-0.4, -0.2, 0.2], [0.0, 0.2, 0.3], [-0.4, 0.1, 0.3], [0.0, 0.1, 0.0], [0.0, 0.0, 0.0], [-0.3, 0.2, 0.1]]}


[4]
{"formula": "C5H10O2", "method": "ωB97M-V/def2-TZVPD", "total_energy_ev": -9440.5284, "fmax_ev_per_a": 0.38, "spin_multiplicity": 1, "charge": 0, "e_above_lowest_kj_mol": 242.6, "orbital_gap_ev": 10.79, "smiles": "CO[C@H]1C[C@H]1CO", "e_homo_ev": -9.812, "elements": ["C", "O", "C", "C", "C", "C", "O", "H", "H", "H", "H", "H", "H", "H", "H", "H", "H"], "coordinates": [[2.224479, 0.697580, -0.060876], [0.943992, 0.303542, -0.499871], [0.355623, -0.784983, 0.152867], [-0.446824, -0.592381, 1.412650], [-1.137673, -0.787065, 0.085296], [-1.751401, 0.427984, -0.584687], [-1.452687, 0.469674, -1.961922], [3.000308, -0.021183, -0.360421], [2.259808, 0.832284, 1.027754], [2.431427, 1.655557, -0.545685], [0.889899, -1.729567, 0.035017], [-0.459855, -1.405629, 2.133752], [-0.510271, 0.401045, 1.850196], [-1.630591, -1.736885, -0.110912], [-2.841968, 0.415151, -0.496906], [-1.388599, 1.332701, -0.074196], [-0.485674, 0.522179, -2.002056]], "forces_ev_per_a": [[0.2, 0.1, 0.1], [-0.1, 0.0, 0.0], [0.0, -0.2, 0.0], [0.0, 0.1, 0.2], [-0.1, -0.1, -0.1], [-0.1, 0.0, 0.4], [0.2, 0.0, -0.1], [-0.2, 0.0, 0.1], [-0.1, 0.0, -0.1], [0.0, -0.2, 0.1], [-0.1, 0.2, 0.0], [0.0, 0.1, -0.1], [0.1, -0.1, -0.1], [0.1, 0.2, 0.0], [0.1, -0.1, 0.0], [-0.1, -0.1, -0.1], [-0.2, 0.0, -0.1]]}